21
Properties=species:S:1:pos:R:3 method="wB97M-V/def2-TZVPD" gap_ev=8.713 total_charge=0 e_lumo_ev=0.32 e_tot_ev=-14052.5866 max_force_ev_per_a=4.5 e_above_lowest_ev=1.112
N 3.827 -0.546 -0.123
C 2.874 0.401 0.020
C 1.536 0.271 0.163
C 0.750 -1.011 0.221
C -0.759 -0.529 0.073
C -1.816 -1.326 -0.064
C -3.054 -0.677 0.015
C -3.176 0.693 0.025
C -2.091 1.567 -0.055
C -0.852 0.889 -0.044
C 0.632 1.374 -0.022
O 0.963 2.577 0.106
H 4.732 -0.400 -0.379
H 3.449 -1.463 -0.118
H 3.234 1.405 0.114
H 0.970 -1.779 -0.606
H 0.828 -1.672 1.095
H -1.709 -2.360 -0.232
H -4.016 -1.236 0.107
H -4.143 1.189 -0.050
H -2.180 2.634 -0.246